[1]
A molecular structure, C43H66N5O7P2S2SbSiTi. Source: OMol25; level of theory: ωB97M-V/def2-TZVPD.

Geometry as ORCA input:
```
! wB97M-V def2-TZVPD RIJCOSX def2/J DEFGRID3
* xyz -2 1
Sb -1.4482 -4.5272 1.7845
Ti 0.5292 1.1188 -0.0177
S -1.3690 0.4174 -3.6754
S 0.2686 -2.8984 1.4237
P 3.9395 0.9044 0.9588
P 1.6852 0.0795 2.9699
Si -2.9673 1.3983 -0.2863
O 2.7811 1.7082 0.4360
O 0.7807 0.4385 1.8089
O 4.5054 -0.0310 -0.2166
O 0.4217 2.2514 -1.4335
O 1.9869 1.1555 3.9740
O 1.1768 -1.2136 3.6678
O 5.0989 1.5993 1.6024
N 4.2725 0.0392 3.4512
N 0.5535 3.0912 1.2488
N 1.1068 -0.1551 -4.4657
N 0.7903 1.9626 -3.7021
N 1.2293 4.0352 3.2774
C 3.5657 -1.7680 1.9049
C -5.8967 -3.1582 3.2414
C -1.7435 -6.1265 -2.3775
C -0.0009 -6.3148 1.9114
C 0.6430 2.6898 -2.6508
C -1.5767 -6.0221 -1.0001
C -1.7080 -4.8016 -0.3493
C -4.1818 0.4258 -1.3275
C 1.5045 6.1091 -4.0121
C 0.6870 -8.2644 3.2028
C -0.8841 2.7976 3.1287
C 1.8457 -8.3804 2.4526
C -0.2158 -7.2404 2.9271
C 2.0885 -7.4650 1.4322
C 0.8216 4.5960 4.5486
C -4.5958 -3.5296 2.9122
C 1.2895 4.7423 -3.9353
C -6.2958 -2.6658 0.9380
C -6.7601 -2.7177 2.2483
C -2.0584 -5.0049 -3.1275
C -1.4241 0.4287 0.1197
C 0.7251 -1.5486 -4.6514
C 1.4900 -0.3756 -1.1310
C -2.2021 -3.7765 -2.4900
C 2.8002 5.6167 2.1367
C 1.3038 6.9080 -2.8909
C 0.2282 -1.8711 -6.0537
C 2.1816 1.0503 -6.3509
C 0.8788 4.1700 -2.7349
C 0.3566 3.3491 2.4953
C 0.6670 4.9684 -1.6170
C 2.5900 4.2747 2.8294
C -2.0226 -3.6831 -1.1192
C 1.1774 -6.4528 1.1747
C 0.8807 6.3386 -1.6968
C -2.6856 3.0640 -1.1176
C -4.0725 -3.4947 1.6135
C 3.3742 -0.3096 2.2869
C 2.3658 0.2821 -5.0494
C 0.0232 5.8896 4.4255
C 0.2396 0.7225 -3.9249
C -3.8859 1.7975 1.3221
C -4.9893 -3.0456 0.6479
H 3.2352 4.1936 3.7091
H -3.7229 -0.0201 -2.2071
H 0.7124 6.9579 -0.8229
H 0.3182 4.5173 -0.6968
H -0.6100 2.1884 3.9898
H 4.6684 -0.7953 3.8766
H -1.1137 -7.1551 3.5337
H 0.2501 3.8523 5.1077
H -2.1219 -2.7205 -0.6317
H -0.1485 -2.8948 -6.0826
H -1.3892 2.1678 2.4031
H 1.0221 -1.7822 -6.7973
H -3.6275 2.7787 1.7192
H 2.2485 0.1001 -1.7657
H 3.7850 -0.3185 -0.7934
H 0.7678 -0.8884 -1.7717
H 3.8081 5.6622 1.7232
H 1.5604 1.9273 -6.1830
H -4.9867 1.0849 -1.6621
H 2.7779 -2.1017 1.2294
H -0.0537 -1.7772 -3.9256
H 4.9877 0.6900 3.0503
H -4.6162 -0.3825 -0.7377
H -6.9555 -2.3170 0.1498
H -1.5712 3.5812 3.4512
H -3.9471 -3.8680 3.7223
H 3.6527 0.5691 4.1023
H -3.6794 1.0537 2.0912
H 3.1488 1.3788 -6.7348
H -2.4559 -2.8902 -3.0587
H -4.9617 1.7841 1.1394
H -4.6783 -2.9898 -0.3941
H 2.9994 -7.5392 0.8485
H -6.2427 -3.2077 4.2704
H -3.6149 3.6414 -1.1025
H -1.4936 0.0672 1.1512
H 1.9178 -1.1283 -0.4642
H -0.5864 -1.1995 -6.3244
H 2.0950 5.7456 1.3133
H 3.4640 -2.4033 2.7886
H -2.3783 2.9321 -2.1535
H -0.2179 6.2838 5.4132
H -1.6202 -7.0881 -2.8651
H 1.6983 0.4343 -7.1084
H 2.9092 0.8962 -4.3292
H -1.9157 3.6390 -0.6038
H 0.5873 6.6457 3.8801
H 1.7338 4.7782 5.1226
H -0.9106 5.7236 3.8905
H 2.5572 -9.1719 2.6609
H 2.9579 -0.6191 -5.2206
H 1.6000 -2.1558 -4.4011
H 1.4391 4.1032 -4.7943
H 1.3924 -5.7290 0.3955
H 1.4764 7.9770 -2.9506
H 0.4890 -8.9656 4.0066
H 0.7787 -1.9125 3.0004
H 2.6760 6.4553 2.8252
H -1.3636 -0.4673 -0.5150
H 4.5332 -1.9337 1.4277
H -2.1976 -5.0852 -4.2005
H 1.4530 3.4367 0.9251
H -1.3255 -6.9091 -0.4281
H 2.8824 3.4579 2.1696
H -7.7745 -2.4175 2.4891
H 1.8283 6.5514 -4.9481
*
```

As for the energy above the lowest of the compared OMol25 structures with the same formula, charge and spin: 0.0000 eV. The HOMO energy is -0.60 eV. For the LUMO energy, the calculation gives 3.6 eV. The HOMO-LUMO gap is 4.19 eV.

[2]
A molecular structure, C43H67CdGeN2O2SSe. Source: OMol25; level of theory: ωB97M-V/def2-TZVPD.

Geometry as ORCA input:
```
! wB97M-V def2-TZVPD RIJCOSX def2/J DEFGRID3
* xyz 1 1
Cd -1.7620 1.7069 -0.3042
Se 0.5633 1.5986 -1.9074
Ge -2.4271 -1.5819 -2.3398
S -3.4606 3.3835 -1.3381
O -1.3798 -0.8702 -0.9706
O -0.2371 2.1994 1.1587
N -4.7030 1.6082 -2.7594
N -5.5811 1.8928 -0.6579
C 5.3219 4.4544 -1.1419
C 0.8074 -5.2808 -3.3360
C -5.6582 2.6802 0.5983
C -1.6148 -3.2691 -3.0311
C -0.6791 -3.8326 1.8278
C -6.0347 -3.7142 -1.6798
C -0.0572 -0.9840 -0.5891
C 6.0171 3.9451 1.1213
C -1.4931 -1.4153 2.0611
C -4.7229 2.2306 -1.5852
C 1.3823 3.3437 3.2859
C 0.1247 4.2865 3.1682
C 0.8859 2.0974 4.1458
C 1.0341 2.4739 0.8569
C 1.6955 -2.3647 0.1991
C 2.2179 -0.7492 -1.4595
C 2.4417 4.0449 4.2204
C 0.4469 -1.8490 0.4562
C 4.7679 -1.8642 -2.0422
C 0.9221 -3.7873 -3.4989
C 2.6851 -1.7664 -0.6349
C -4.0336 -2.0793 -1.3512
C -0.2890 -2.2847 1.7772
C 3.8927 -4.0418 -0.8447
C 1.9160 2.9819 1.9158
C 4.8341 -2.0891 0.4740
C 5.2162 3.3565 -0.0685
C 0.7703 -2.0232 2.8962
C 2.7973 2.7699 -0.7308
C -4.7210 -3.1265 -2.2083
C -6.3381 3.8612 0.7280
C -5.2819 4.1732 2.9015
C -4.9838 2.0935 1.6837
C 0.9026 -0.2476 -1.3074
C 3.2275 3.2644 1.5656
C 5.8139 2.0425 -0.4614
C -0.3631 -3.0892 -3.9497
C 1.5344 2.3052 -0.4186
C 3.7271 3.0708 0.2334
C -6.1316 4.5898 1.8869
C -7.2151 -2.7877 -1.9647
C -4.6313 2.8858 2.7280
C 4.0147 -2.4457 -0.7758
H 5.2460 1.7146 -1.3094
H -6.9442 4.3112 -0.0682
H -4.0748 -4.0439 -2.2631
H -3.9918 1.8655 -3.3994
H 0.8393 2.4310 5.2135
H 0.3746 5.1995 2.6347
H 5.8252 -2.2701 -1.9116
H 2.7335 4.9866 3.7470
H 4.8940 -0.7434 -1.9531
H -1.3045 -3.8605 -2.1425
H -4.8688 -2.7851 -3.2369
H 4.8487 5.3532 -0.7932
H 3.8884 3.6303 2.3318
H 0.7941 -5.8599 -4.2955
H -6.3878 1.3307 -0.8814
H -3.9921 2.4832 3.4778
H 6.4025 4.5647 -1.3281
H 4.9078 -4.3520 -1.0472
H 4.2482 -2.2459 -2.9169
H -3.6890 -2.5339 -0.3977
H -8.2012 -3.3319 -1.7824
H -4.6953 -1.1997 -1.1354
H -0.1901 -2.0289 -4.1064
H 3.1707 2.7650 -1.7658
H 3.6327 -4.4831 0.1190
H -4.6753 1.0469 1.6557
H 4.9785 -0.9945 0.6482
H -4.9353 4.7369 3.8290
H 3.2293 -4.3143 -1.6498
H -7.1843 -2.3450 -2.9865
H 2.0027 -3.2270 0.8367
H -2.5276 -0.5219 -3.4031
H 0.2646 -4.3778 2.0415
H 3.4043 3.5258 4.4832
H -6.2642 -4.7149 -2.0194
H 4.8493 4.2242 -2.0757
H 5.7514 1.2348 0.2998
H 0.1088 -1.9482 3.7803
H 1.7064 -3.5609 -4.1981
H -1.1023 -4.1488 0.8816
H 2.8929 -0.3654 -2.1501
H -1.2940 -0.3367 1.8527
H 6.0584 3.3190 1.9663
H -0.7695 3.8484 2.7417
H -1.4347 -3.9153 2.6370
H 1.5698 -5.6554 -2.6321
H -0.1220 1.7721 3.9412
H 1.5010 -2.8028 2.9819
H -7.3794 -2.0314 -1.1971
H 1.6166 1.2617 4.0684
H -0.6559 -3.4967 -4.9552
H 1.9107 4.2941 5.1259
H -6.6470 5.4666 2.1725
H 1.1284 -3.3044 -2.5697
H 5.8520 -2.5011 0.4723
H 1.1879 -1.0539 2.7408
H 6.8326 2.0647 -0.7736
H -2.4888 -3.7328 -3.5436
H -5.5493 1.2479 -3.1700
H -0.1468 4.5836 4.1838
H -0.1580 -5.4997 -2.9028
H -1.7378 -1.5117 3.1450
H -2.3742 -1.6920 1.5069
H -5.9243 -3.8480 -0.5807
H 7.0509 4.0830 0.7288
H 4.3257 -2.4368 1.3852
H 5.5208 4.9333 1.3787
*
```

As for the energy above the lowest of the compared OMol25 structures with the same formula, charge and spin: 0.1814 eV. The HOMO energy is -9.43 eV. For the LUMO energy, the calculation gives -3.5 eV. The HOMO-LUMO gap is 5.96 eV.

- Which formula does entry 2 have?
  C43H67CdGeN2O2SSe